{"formula": "C6H16", "method": "ωB97M-V with the def2-TZVPD basis set", "smiles": "CCC.CCC", "homo_lumo_gap_ha": 0.44331, "e_homo_ev": -10.943, "e_lumo_ev": 1.12, "species": ["H", "H", "H", "C", "H", "C", "H", "H", "H", "H", "H", "H", "H", "H", "C", "C", "C", "H", "H", "H", "C", "H"], "coordinates": [[0.51055, -0.16490, -0.93221], [1.22504, -0.97294, -3.34037], [-0.74080, -1.46266, -1.27348], [-1.31473, 0.43468, -1.82873], [0.46651, -0.65785, 1.02113], [-0.22183, -0.53623, -1.64383], [1.56832, -0.36560, 3.72391], [-0.26761, -0.93903, 2.63712], [-0.17132, 0.14472, -3.71866], [-1.41079, 1.07940, 1.83435], [1.98810, 0.73570, 2.32846], [-1.91457, 0.77832, -0.93524], [-2.22575, -0.09300, -2.30177], [-1.04933, 1.32459, -2.41866], [-0.39889, 1.07113, 2.09310], [0.33489, -0.26567, 2.02384], [0.19066, -0.71579, -3.19074], [0.15646, 1.78756, 1.46284], [-0.38417, -1.51034, -3.63684], [-0.38572, 1.40487, 3.15328], [1.68074, -0.20696, 2.63197], [2.36426, -0.86998, 2.31052]], "atomic_forces_ev_per_a": [[0.416, -0.249, -0.405], [0.472, 0.273, -0.203], [1.141, 0.594, -0.074], [-4.447, 1.035, 0.873], [-0.644, -0.002, -0.211], [-0.705, -1.141, -1.830], [0.481, 0.735, -0.428], [-0.144, -0.536, -0.531], [0.667, 0.604, -0.368], [-1.545, -0.341, -0.793], [1.464, 2.057, 0.286], [1.288, -0.065, -0.194], [1.562, 0.740, -0.205], [-0.152, -0.296, 0.276], [2.244, 0.473, 0.750], [-1.748, -1.005, 0.071], [0.051, -0.861, 1.891], [-0.386, 0.091, 0.364], [-0.286, -0.603, 0.110], [0.243, 0.076, -0.576], [-2.097, 1.042, 2.553], [2.125, -2.620, -1.356]]}


{"formula": "C5H10O2", "method": "ωB97M-V with the def2-TZVPD basis set", "smiles": "C[C@@H]1[C@H](O)C[C@@H]1O", "homo_lumo_gap_ha": 0.39210, "e_homo_ev": -9.824, "e_lumo_ev": 0.85, "species": ["H", "O", "C", "C", "H", "H", "H", "C", "H", "H", "C", "H", "H", "H", "O", "H", "C"], "coordinates": [[0.50394, 2.05060, 0.77359], [0.14303, 1.83463, -1.25033], [-0.67356, 0.13531, 0.50618], [-1.44550, -0.64336, -0.58853], [-1.78264, -1.57232, -0.11851], [0.84056, -0.46982, 2.06160], [0.81798, -0.30238, -0.91263], [0.59150, -0.65154, 1.00799], [-2.30654, -0.05828, -0.92211], [-0.93412, -0.96136, -1.51394], [1.33593, 0.15220, -0.03832], [-0.30732, 2.67925, -1.15561], [-1.40914, 0.43003, 1.25480], [1.11790, -2.18665, -0.01818], [0.64709, -2.04791, 0.81508], [2.42452, 0.31106, -0.02264], [0.31669, 1.26321, 0.02723]], "atomic_forces_ev_per_a": [[-0.148, -0.355, -0.020], [-0.251, 0.305, -0.015], [-0.475, -0.073, 0.008], [-0.081, 0.090, 0.165], [-0.189, 0.158, -0.087], [-0.096, 0.216, -0.290], [1.998, -0.138, -0.402], [-0.239, 0.197, 0.069], [0.007, -0.105, 0.124], [0.241, 0.404, 0.523], [0.004, -0.060, -0.138], [-0.042, -0.047, -0.078], [0.102, 0.006, 0.142], [-0.224, -0.158, 0.239], [0.065, -0.115, -0.137], [-0.457, -0.172, -0.353], [-0.215, -0.154, 0.249]]}


{"formula": "C23H22IN4O4Ru", "method": "ωB97M-V with the def2-TZVPD basis set", "homo_lumo_gap_ha": [0.28688, 0.24866], "e_homo_ev": [-7.806, -7.674], "spin_multiplicity": 2, "e_lumo_ev": [0.00, -0.91], "species": ["C", "N", "C", "C", "H", "O", "H", "H", "H", "H", "C", "N", "H", "H", "C", "C", "N", "C", "C", "H", "H", "H", "C", "C", "C", "C", "H", "N", "C", "O", "H", "H", "C", "H", "H", "C", "H", "O", "C", "C", "H", "C", "C", "I", "C", "O", "H", "H", "H", "H", "H", "C", "Ru", "C", "C"], "coordinates": [[3.43877, -2.98941, 1.87142], [-0.79460, 1.64972, 0.26555], [2.93253, -2.07397, 0.98380], [-0.84275, 2.07627, -2.11907], [-1.14154, 3.74496, -5.08226], [1.29425, -0.50212, 0.39501], [-0.02844, -0.51589, 3.99226], [-3.91601, -3.84213, 0.59131], [0.58659, -2.36237, -1.71068], [-1.40702, 3.06305, 1.71858], [-0.55367, -5.21482, -0.28864], [-0.64865, -2.46316, -0.08044], [-1.32434, 1.24852, 3.57370], [3.22606, -3.96210, 3.79343], [0.14437, -4.41692, -1.17614], [1.10983, -1.62532, 2.51013], [-3.30322, -5.15310, 2.08450], [-0.62091, 0.75910, -2.60331], [-0.58842, 0.57854, -4.00118], [3.42398, -1.86951, 0.04141], [-0.74809, 1.43788, -5.93809], [-5.18425, -4.47322, 1.64665], [-0.88150, 2.45174, -0.72327], [1.68018, -2.53613, 3.41821], [-1.46882, 1.03037, 2.51276], [-1.32509, -4.61098, 0.69723], [-0.50972, -6.29484, -0.33669], [-0.78589, -0.20395, 2.12209], [-0.99569, 2.92185, -4.39704], [-1.50397, -6.50434, 2.08486], [-2.52987, 0.93771, 2.29121], [-1.00414, 3.51677, -0.51794], [-4.16105, -4.09299, 1.62398], [-0.41885, -0.42729, -4.36206], [4.34667, -3.52330, 1.61783], [-2.03640, -5.48328, 1.69320], [-1.18696, 4.12334, -2.65000], [-0.41944, -0.30892, -1.86504], [-0.84394, 2.13016, 1.64672], [0.03436, -0.76992, 2.93214], [-3.66074, -5.76467, 2.80196], [-1.02238, 3.12516, -3.04055], [-0.77341, 1.62428, -4.87152], [-3.40168, -0.35445, -0.17699], [1.73438, -1.37293, 1.25703], [-4.06219, -2.95038, 2.45085], [-1.85030, -2.71636, 1.56696], [1.19456, -2.68383, 4.37656], [0.18001, 2.30580, 1.98726], [-4.20934, -2.16643, 1.88854], [0.74970, -4.84650, -1.96141], [-1.32150, -3.23209, 0.77851], [-0.71476, -0.36358, 0.08411], [0.06954, -3.03975, -1.04552], [2.81236, -3.24088, 3.10307]], "atomic_forces_ev_per_a": [[0.002, -0.012, 0.026], [0.033, -0.034, -0.041], [-0.018, 0.023, -0.011], [-0.002, 0.000, 0.024], [0.000, -0.001, -0.002], [-0.165, 0.128, -0.047], [-0.003, -0.004, 0.010], [0.067, -0.003, -0.036], [-0.007, 0.001, -0.004], [-0.005, -0.003, 0.009], [-0.006, -0.010, -0.037], [-0.007, 0.023, -0.030], [-0.001, -0.005, -0.004], [0.001, -0.001, 0.000], [-0.011, -0.002, 0.032], [-0.006, 0.016, 0.037], [0.072, 0.206, 0.054], [0.057, 0.025, -0.008], [-0.014, 0.011, -0.012], [-0.001, -0.005, -0.001], [0.002, 0.001, -0.001], [-0.012, -0.043, 0.008], [-0.009, -0.003, -0.002], [-0.017, -0.007, 0.000], [-0.019, -0.024, 0.031], [-0.007, 0.029, 0.121], [0.003, 0.001, -0.003], [0.108, 0.202, 0.026], [0.005, -0.016, -0.001], [0.058, 0.044, 0.106], [-0.020, -0.012, 0.003], [0.002, -0.004, -0.002], [0.043, -0.062, -0.048], [0.001, -0.001, -0.001], [-0.002, -0.005, 0.001], [-0.162, -0.153, -0.257], [-0.003, 0.001, 0.000], [-0.073, 0.093, -0.005], [0.000, -0.013, 0.004], [-0.028, -0.029, 0.001], [-0.008, -0.020, -0.009], [0.003, -0.007, -0.005], [-0.007, 0.011, 0.006], [-0.039, -0.096, 0.037], [0.053, -0.106, 0.029], [0.025, 0.244, -0.201], [-0.114, 0.024, 0.001], [0.003, -0.001, 0.003], [0.010, 0.004, -0.011], [0.124, -0.186, 0.183], [-0.001, -0.004, 0.000], [-0.054, -0.026, 0.038], [0.156, -0.148, -0.015], [-0.014, -0.052, 0.027], [0.011, 0.008, -0.023]]}


{"formula": "C5H17N3", "method": "ωB97M-V with the def2-TZVPD basis set", "homo_lumo_gap_ha": 0.28484, "e_homo_ev": -7.146, "e_lumo_ev": 0.61, "species": ["H", "H", "C", "N", "N", "H", "H", "C", "H", "H", "H", "H", "H", "H", "H", "C", "C", "H", "H", "H", "H", "N", "C", "H", "H"], "coordinates": [[3.73331, 1.12364, 2.26309], [-2.27010, 0.40665, 0.70306], [-2.26782, -0.45065, 0.03547], [0.25099, -0.58739, 0.60961], [-0.89855, -0.61333, -0.53099], [0.43894, 0.31418, -1.80440], [-1.25585, 0.49549, -2.30117], [-0.87548, -1.87926, -1.32325], [-3.01959, -0.30846, -0.74628], [-1.60264, -1.86710, -2.13993], [2.55556, -1.03608, 2.20674], [-0.02718, -1.37707, 1.19883], [1.99886, 1.27314, 2.60229], [-0.08740, 2.59844, -1.37917], [-0.06735, 1.78464, 0.19080], [2.73302, 0.96196, 1.84619], [-0.57151, 0.51064, -1.44448], [0.12550, -2.01194, -1.72793], [-1.09724, -2.71461, -0.66145], [2.62991, 1.62037, 0.98269], [-1.61102, 2.21329, -0.57052], [2.60222, -0.41428, 1.40441], [-0.59632, 1.86604, -0.75570], [1.70027, -0.56641, 0.73405], [-2.52052, -1.34189, 0.60805]], "atomic_forces_ev_per_a": [[-0.056, 0.140, -0.002], [0.074, -0.056, -0.019], [0.251, 0.111, 0.307], [-2.839, 0.108, -1.931], [0.294, -0.589, 0.708], [-0.060, -0.101, 0.028], [0.003, -0.186, 0.155], [0.369, 0.029, 0.272], [0.190, -0.036, -0.115], [-0.035, 0.210, 0.108], [-0.054, 0.059, -0.200], [-0.171, -0.088, -0.101], [-0.051, 0.084, -0.031], [-0.044, 0.023, -0.063], [0.028, 0.042, 0.032], [0.046, -0.260, 0.018], [0.350, 0.467, 0.028], [-0.010, 0.066, 0.070], [0.019, 0.081, 0.044], [-0.004, 0.094, 0.005], [-0.042, 0.066, -0.025], [-0.662, -0.494, -1.044], [0.005, -0.193, 0.076], [2.291, 0.398, 1.698], [0.107, 0.025, -0.016]]}


{"formula": "C4H7NO2", "method": "ωB97M-V with the def2-TZVPD basis set", "smiles": "C/C(=N\\O)[C@H]1CO1", "homo_lumo_gap_ha": 0.39174, "e_homo_ev": -9.748, "e_lumo_ev": 0.91, "species": ["C", "H", "C", "H", "C", "H", "H", "N", "H", "O", "C", "O", "H", "H"], "coordinates": [[0.28637, -1.04449, -0.63246], [-1.52664, 1.72662, -0.22172], [0.11430, 0.35678, -0.06233], [0.32007, -1.36901, -1.66539], [0.34905, -2.14528, 0.30810], [0.90569, 2.15371, 2.17756], [0.05771, -1.85095, 1.30793], [0.64395, 0.63201, 1.08023], [-0.98401, 0.99602, -1.76404], [0.26773, 1.91583, 1.48935], [-0.66142, 1.39201, -0.80438], [-0.80886, -2.07514, -0.48866], [1.06132, -2.96104, 0.21749], [-0.02526, 2.27292, -0.94167]], "atomic_forces_ev_per_a": [[-1.187, -0.269, 0.228], [0.100, -0.135, -0.146], [-0.148, -0.063, 0.047], [1.902, 1.552, -0.455], [0.123, -0.325, 0.508], [-0.182, -0.338, -0.096], [0.680, -0.148, 0.321], [-0.300, -0.637, -0.678], [-0.080, 0.124, -0.040], [0.374, 0.073, -0.131], [-0.090, 0.041, -0.205], [-0.734, 0.344, 0.947], [-0.305, -0.128, -0.198], [-0.153, -0.090, -0.101]]}


{"formula": "C24H45AlCl13INO10PS2Si", "method": "ωB97M-V with the def2-TZVPD basis set", "homo_lumo_gap_ha": 0.06324, "e_homo_ev": -5.833, "e_lumo_ev": -4.11, "species": ["C", "H", "H", "O", "H", "C", "H", "C", "C", "H", "H", "C", "S", "Al", "H", "H", "H", "C", "H", "H", "H", "C", "C", "H", "H", "H", "C", "I", "H", "C", "H", "O", "Cl", "C", "O", "Si", "O", "C", "O", "H", "O", "H", "C", "H", "S", "Cl", "C", "C", "H", "Cl", "P", "Cl", "H", "H", "H", "C", "H", "C", "O", "H", "C", "H", "H", "C", "N", "H", "C", "C", "H", "H", "Cl", "Cl", "H", "C", "H", "Cl", "H", "H", "Cl", "H", "H", "O", "C", "H", "H", "Cl", "Cl", "Cl", "Cl", "H", "O", "H", "C", "H", "O", "Cl", "H", "H", "H"], "coordinates": [[0.33694, -1.01432, 1.17947], [0.72117, 3.74839, 0.22352], [4.87950, -3.83698, 2.81219], [0.03645, -3.43863, 1.79981], [-2.77883, -0.16136, 1.39324], [1.48069, 5.13812, -3.98945], [1.87193, -7.43574, -2.33141], [1.41875, -6.86284, -3.14408], [-2.58662, 2.24600, 3.39879], [1.50891, -2.84123, 0.37164], [5.07190, 2.61086, -1.85449], [4.63175, 1.60990, -1.89092], [-4.37273, 2.78286, 3.35198], [-4.80997, -0.24563, 1.74172], [-2.77885, 5.49661, 2.59182], [-4.33270, 4.19507, 3.48814], [4.40649, -5.46559, 2.71630], [-1.65424, 5.17349, 2.35547], [1.60384, -2.28202, -3.76691], [-1.52180, -2.16129, -3.94054], [0.43480, -0.76636, 3.44259], [-4.13231, 1.74204, -3.80169], [4.75261, 1.04273, -3.29656], [-3.94302, 3.09006, -0.29169], [3.46253, 4.25395, -3.82340], [5.79606, 1.08085, -3.62335], [-0.28187, -0.43139, 2.54818], [1.74705, 3.99024, 3.62053], [3.45032, 5.98783, -4.18719], [-2.70592, 0.96108, 0.99256], [1.37831, 5.03100, -5.07346], [3.25634, -4.17785, 1.56314], [-3.30987, -3.13368, -5.12862], [1.17692, -1.26763, -3.84457], [0.45369, -0.99428, -4.92007], [-1.76915, 3.63705, 1.13316], [2.49081, 0.77289, 3.00590], [-9.33523, 0.28954, 2.62715], [-2.65238, -0.55023, -1.31565], [-2.70539, 0.62469, -4.93044], [6.89484, -6.13523, 6.01201], [-0.37926, 5.17412, -0.30629], [-1.77435, 1.93112, 1.96701], [-4.13123, 4.68098, 0.80003], [-2.18152, 0.86224, -0.78880], [0.65686, 3.74059, -3.25386], [-0.70745, 1.28130, 4.28898], [-3.75846, 0.58521, -4.63254], [-1.15999, 4.90904, 3.37921], [-0.64694, -4.22293, -4.67459], [1.29793, 1.91394, 2.34561], [-7.87490, 1.30322, 2.74688], [0.67807, -1.18056, -2.86429], [-1.05011, 6.06886, 1.89093], [0.33095, -6.95607, -3.09921], [-0.45281, 1.23145, 2.63139], [-3.90892, -0.36020, -4.10073], [2.95300, 5.19942, -3.61441], [-0.68201, 0.95712, -1.09432], [5.44781, -8.03378, 4.07706], [-3.41619, 4.03909, 0.13187], [-3.12769, 4.70133, -0.81871], [6.89423, -8.39469, 5.04069], [1.09518, -2.48590, 1.42079], [-4.42774, 2.65606, -3.14537], [4.15071, 1.60967, -4.01310], [6.46418, -7.70277, 4.31012], [6.43329, -6.28191, 4.84611], [0.94921, 6.04490, -3.68543], [3.48072, -4.36413, 3.61892], [2.93384, 1.77600, -1.37674], [3.19232, 5.58671, -1.89174], [-2.83642, 1.79767, -1.64986], [-0.35969, 3.98958, -0.14694], [-1.32304, -0.95735, 2.80409], [-9.00409, -1.10662, 1.57093], [2.07685, -0.65341, -3.67103], [-4.35294, 0.53781, -5.55107], [-9.79177, -0.28826, 4.24955], [-0.57620, -1.28048, 0.45700], [-2.11978, 3.09614, 4.09812], [0.14160, 1.39071, 5.29825], [-1.92129, -3.17472, -4.02875], [1.92219, -2.32178, 2.23167], [-0.58541, 3.55418, -1.23555], [1.98833, -7.50596, -4.68901], [-10.67016, 1.24982, 1.94125], [4.24933, -0.66398, -3.37877], [1.85846, -5.16024, -2.96284], [7.06845, -7.74270, 3.39889], [5.94790, -5.42724, 4.05314], [5.14859, 0.98398, -1.15721], [3.97957, -4.45119, 2.63864], [2.32224, 0.77387, 3.99612], [-2.19603, 1.07489, 4.26081], [-2.41922, -3.72070, -2.41832], [-3.84832, 1.31152, 0.95923], [1.03995, -0.32001, 0.55880], [-0.60953, -3.55799, 1.02250]], "atomic_forces_ev_per_a": [[-0.481, -1.256, -1.049], [-1.982, 0.185, -0.933], [0.530, -0.271, -0.845], [-0.055, 0.582, -0.997], [1.181, 1.884, -1.107], [0.100, 0.182, -0.186], [-0.012, 0.187, -0.275], [-0.150, -0.084, 0.348], [2.276, 0.857, 1.614], [-0.378, 0.969, 2.366], [-0.083, -0.108, -0.073], [0.270, -0.010, -0.060], [0.359, -0.264, 0.085], [-1.148, -0.752, 0.417], [2.454, -0.328, -0.492], [0.601, -1.746, -0.128], [1.108, -1.467, 0.134], [-0.646, 0.222, 1.318], [0.298, -0.494, -0.549], [0.084, -0.211, -0.143], [-1.548, 0.930, -1.919], [-0.210, 0.614, 0.403], [0.146, 0.164, 0.070], [0.474, 1.944, 0.713], [-0.206, 0.126, 0.118], [-0.135, 0.006, 0.134], [0.203, -0.774, 0.438], [-0.406, -0.559, 0.155], [-0.161, -0.090, 0.081], [-0.317, 0.073, 1.726], [0.105, -0.018, 0.169], [0.997, -1.012, 1.108], [-0.048, 0.046, 0.062], [-0.118, -0.544, 0.769], [-0.424, 0.109, -0.150], [1.052, 3.465, -1.730], [-3.213, 2.017, 1.202], [-0.517, -0.177, 0.062], [0.006, 4.729, 2.624], [-0.074, 0.155, 0.183], [-0.872, 0.863, -1.910], [-0.068, -2.427, 0.419], [-1.193, -0.958, 1.743], [1.126, -1.422, -1.365], [4.032, -5.729, -5.265], [0.164, 0.043, -0.403], [2.326, 0.042, 1.984], [0.055, -0.186, -0.176], [-0.820, 0.640, -1.846], [-0.608, 0.361, 0.035], [2.409, -1.056, -1.761], [-0.062, -0.046, -0.006], [-0.614, 0.439, 0.397], [-1.339, -1.851, 0.826], [0.261, 0.119, -0.138], [0.387, -1.423, 3.474], [-0.023, 0.292, 0.112], [-0.060, -0.016, -0.278], [-4.593, 0.929, 2.102], [0.093, 0.033, -0.130], [-0.410, 0.206, -0.735], [-0.525, -1.483, 2.097], [-0.076, 0.303, -0.021], [-1.266, 1.423, -1.613], [0.551, -1.333, -0.622], [-0.014, -0.156, 0.185], [-0.026, -0.551, -0.338], [1.066, -1.563, 2.181], [0.169, -0.193, 0.036], [-0.822, -0.688, -0.014], [0.003, -0.100, 0.045], [-0.014, -0.046, 0.033], [0.138, -0.352, 1.511], [0.353, 0.862, -1.129], [2.193, 1.240, -0.610], [0.013, 0.320, 0.217], [-0.213, 0.436, -0.363], [-0.010, 0.227, 0.246], [0.206, 0.195, -0.496], [1.953, 0.686, 1.329], [-0.725, -1.205, -2.516], [-6.312, -1.028, -6.618], [0.527, 0.016, -0.200], [-1.789, -0.876, -1.468], [0.708, 0.765, 2.799], [-0.054, -0.105, -0.004], [0.494, -0.278, 0.207], [0.722, 0.130, 0.132], [0.234, -0.184, 0.271], [-0.184, 0.006, -0.006], [-0.566, 0.901, -0.136], [-0.166, 0.047, -0.205], [-1.101, 3.309, -0.081], [0.529, -0.256, -1.303], [0.905, 1.551, 0.904], [-0.047, -0.044, 0.023], [2.452, 0.427, -0.201], [-1.286, -0.983, 1.442], [1.859, 0.443, 1.542]]}